Entry 1:
Computed, not measured: a structure of composition C21H46HfNOP3S at a distorted geometry, with ωB97M-V/def2-TZVPD.

The HOMO energy (spin up / spin down) is -0.7152 / -0.7158 Ha. The value obtained for the relative energy (zero: lowest compared OMol25 entry of this formula, charge and spin) is 1.2387 eV. Its charge is +4. For the LUMO energy (spin up / spin down), the calculation gives -0.5635 / -0.5630 Ha.

Element x y z (Å)
Hf: 0.57 -0.44 0.22
P: -0.52 1.90 1.27
P: -2.23 -0.64 -0.09
P: 2.68 1.09 -0.12
H: 1.62 -2.58 -2.21
C: 1.72 -1.64 -1.61
C: 1.90 -2.02 -0.21
H: 1.27 -2.92 0.01
C: -0.91 3.29 0.14
C: -2.14 1.87 2.12
C: 0.44 2.63 2.65
C: -2.51 -2.24 -0.91
C: -3.59 -0.76 1.17
C: -3.03 0.62 -1.18
C: 4.23 1.04 -1.11
C: 3.43 1.10 1.56
C: 2.34 2.85 -0.47
H: 2.37 -0.94 -2.19
H: 2.90 -2.14 0.24
H: -1.38 4.09 0.73
H: -1.62 2.97 -0.64
H: -0.01 3.68 -0.36
H: -2.28 2.85 2.62
H: -2.18 1.09 2.88
H: -2.95 1.73 1.40
H: -0.22 3.31 3.20
H: 1.32 3.19 2.30
H: 0.76 1.83 3.32
H: -3.14 -2.88 -0.28
H: -1.54 -2.74 -1.04
H: -2.97 -2.10 -1.90
H: -4.38 -0.02 0.98
H: -3.18 -0.61 2.17
H: -4.04 -1.76 1.12
H: -4.10 0.40 -1.26
H: -2.57 0.61 -2.18
H: -2.92 1.62 -0.75
H: 4.71 2.02 -1.16
H: 3.99 0.72 -2.13
H: 4.94 0.33 -0.66
H: 4.47 1.45 1.48
H: 3.42 0.09 1.97
H: 2.87 1.77 2.23
H: 3.25 3.38 -0.79
H: 1.93 3.35 0.41
H: 1.62 2.90 -1.30
C: -1.10 -0.39 -4.55
C: -0.90 1.00 -4.49
C: -1.59 1.81 -5.40
C: -2.58 1.25 -6.21
C: -2.91 -0.11 -6.11
C: -2.23 -0.91 -5.21
S: -0.22 -1.58 -3.64
H: 0.68 -1.98 -4.55
H: -0.20 1.44 -3.76
H: -1.37 2.88 -5.45
H: -3.10 1.86 -6.94
H: -3.67 -0.54 -6.76
H: -2.52 -1.96 -5.09
C: 1.66 -3.03 4.97
N: 1.49 -2.66 3.57
C: 2.54 -3.06 2.63
C: 0.56 -1.79 3.19
C: -0.57 -1.45 4.08
O: 0.67 -1.18 2.05
H: 2.56 -3.67 5.02
H: 0.78 -3.59 5.31
H: 1.82 -2.13 5.59
H: 2.08 -3.55 1.77
H: 3.13 -2.17 2.33
H: 3.21 -3.77 3.12
H: -0.40 -0.46 4.53
H: -1.50 -1.44 3.51
H: -0.69 -2.17 4.89



Entry 2:
Computed, not measured: a cluster of 2 separate species, C3H6ClOPS in total at a distorted geometry, with ωB97M-V/def2-TZVPD.

The HOMO energy is -0.3706 Ha. The value obtained for the relative energy (zero: lowest compared OMol25 entry of this formula, charge and spin) is 1.3968 eV. For the LUMO energy, the calculation gives -0.0629 Ha.

Element x y z (Å)
C: -1.22 -1.28 0.39
C: -0.64 -0.29 -0.34
C: -1.03 1.10 -0.36
O: 1.76 -0.08 1.65
P: 2.06 0.09 0.24
S: 2.89 1.55 -0.67
Cl: 2.58 -1.74 -0.49
H: -1.92 -1.01 1.27
H: -0.92 -2.24 0.21
H: -0.17 -0.76 -1.12
H: -0.29 1.80 0.11
H: -1.76 1.29 0.35
H: -1.33 1.56 -1.25



Entry 3:
Computed, not measured: a structure of composition C46H51BrMoNO4P2S6 at a distorted geometry, with ωB97M-V/def2-TZVPD.

The HOMO energy (spin up / spin down) is -0.1716 / -0.1739 Ha. The value obtained for the relative energy (zero: lowest compared OMol25 entry of this formula, charge and spin) is 0.0000 eV. Its spin multiplicity is 3. Its charge is -1. For the LUMO energy (spin up / spin down), the calculation gives 0.0640 / 0.0410 Ha.

Element x y z (Å)
Mo: -0.06 1.06 -0.12
C: 2.46 -6.28 3.24
C: 2.98 -5.67 1.93
C: 4.46 -5.31 2.11
C: 2.84 -6.72 0.83
C: 2.21 -4.40 1.55
C: 2.38 -3.82 0.30
C: 1.68 -2.67 -0.02
Br: 1.91 -2.04 -1.80
C: 0.79 -1.99 0.84
O: 0.15 -0.90 0.43
C: 0.61 -2.60 2.11
C: 1.32 -3.77 2.40
C: -0.39 -2.16 3.21
C: -1.58 -3.13 3.18
C: -0.94 -0.75 3.03
C: 0.27 -2.21 4.60
H: 3.00 -7.21 3.44
H: 1.40 -6.51 3.17
H: 2.62 -5.61 4.09
H: 5.05 -6.20 2.37
H: 4.58 -4.58 2.91
H: 4.88 -4.89 1.19
H: 3.33 -7.65 1.13
H: 3.29 -6.39 -0.11
H: 1.79 -6.94 0.63
H: 3.04 -4.24 -0.44
H: 1.14 -4.21 3.37
H: -2.09 -3.07 2.21
H: -2.30 -2.87 3.96
H: -1.26 -4.16 3.33
H: -1.51 -0.69 2.12
H: -0.15 0.00 3.00
H: -1.60 -0.52 3.87
H: 0.50 -3.23 4.92
H: -0.42 -1.79 5.34
H: 1.19 -1.63 4.62
C: -4.98 0.17 -3.68
C: -4.42 1.44 -3.63
C: -3.06 1.59 -3.39
C: -2.25 0.47 -3.21
C: -2.83 -0.80 -3.24
C: -4.18 -0.95 -3.48
P: -0.45 0.55 -2.89
C: 0.23 0.11 -4.55
C: -0.54 0.22 -5.71
C: 0.03 -0.02 -6.95
C: 1.36 -0.39 -7.06
C: 2.13 -0.50 -5.91
C: 1.57 -0.25 -4.67
C: -0.06 2.32 -2.83
C: -0.02 3.22 -3.90
C: 0.18 4.57 -3.63
C: 0.34 4.99 -2.31
C: 0.33 4.07 -1.27
C: 0.13 2.70 -1.50
H: -6.04 0.05 -3.85
H: -5.04 2.32 -3.76
H: -2.64 2.59 -3.32
H: -2.21 -1.67 -3.05
H: -4.62 -1.94 -3.48
H: -1.59 0.49 -5.64
H: -0.58 0.08 -7.85
H: 1.80 -0.58 -8.03
H: 3.18 -0.79 -5.98
H: 2.19 -0.32 -3.78
H: -0.16 2.88 -4.92
H: 0.18 5.29 -4.44
H: 0.47 6.04 -2.10
H: 0.46 4.45 -0.27
C: 2.83 3.10 0.69
P: 2.38 1.41 0.12
C: 3.59 1.26 -1.24
C: 3.06 0.39 1.47
C: 3.93 -0.67 1.24
C: 4.34 -1.49 2.29
C: 3.89 -1.24 3.58
C: 3.03 -0.17 3.82
C: 2.60 0.62 2.77
H: 2.13 3.43 1.46
H: 2.77 3.78 -0.15
H: 3.84 3.08 1.09
H: 4.51 1.75 -0.95
H: 3.16 1.76 -2.11
H: 3.78 0.22 -1.50
H: 4.29 -0.88 0.24
H: 5.00 -2.32 2.09
H: 4.20 -1.88 4.39
H: 2.67 0.03 4.82
H: 1.90 1.43 2.96
C: -6.00 3.70 -0.32
S: -5.76 5.47 -0.66
C: -4.80 5.97 0.72
C: -3.53 5.61 0.98
S: -2.53 4.54 0.06
S: -2.86 6.39 2.41
C: -4.22 7.34 2.88
S: -4.24 8.35 4.18
S: -5.55 7.10 1.82
H: -6.88 3.39 -0.88
H: -6.17 3.56 0.75
H: -5.14 3.13 -0.65
O: -1.50 3.16 3.25
S: -0.85 3.48 1.99
N: -0.30 2.22 1.27
C: -3.64 1.27 1.43
C: -3.19 0.38 0.30
O: -3.91 -0.53 -0.09
O: -2.04 0.65 -0.28
H: -4.50 0.82 1.92
H: -3.92 2.24 1.02
H: -2.84 1.45 2.15



Entry 4:
Computed, not measured: a structure of composition FH2O3PS at a distorted geometry, with ωB97M-V/def2-TZVPD.

The HOMO energy is -0.4157 Ha. The value obtained for the relative energy (zero: lowest compared OMol25 entry of this formula, charge and spin) is 0.0000 eV. For the LUMO energy, the calculation gives -0.0328 Ha.

Element x y z (Å)
O: -1.26 0.35 2.03
O: 0.85 0.82 0.97
O: -0.15 -1.29 0.13
F: -0.40 -0.65 -2.25
P: 0.13 -0.15 -0.80
S: 0.10 -0.09 1.88
H: 1.44 0.06 -1.15
H: -0.70 0.93 -0.80



Entry 5:
Computed, not measured: a structure of composition C26H23IIrN2OS4 at a distorted geometry, with ωB97M-V/def2-TZVPD.

The HOMO energy (spin up / spin down) is -0.3726 / -0.3726 Ha. The value obtained for the relative energy (zero: lowest compared OMol25 entry of this formula, charge and spin) is 2.1918 eV. Its charge is +1. For the LUMO energy (spin up / spin down), the calculation gives -0.1576 / -0.1577 Ha.

Element x y z (Å)
Ir: 0.86 0.94 -0.83
S: 0.14 5.42 -1.90
C: 0.35 3.82 -1.50
S: 0.95 2.67 -2.63
S: 0.01 3.19 0.05
N: -1.12 0.03 -0.85
S: -1.77 -1.00 0.19
C: -2.21 -2.52 -0.73
C: -2.86 -2.45 -1.95
C: -3.21 -3.62 -2.60
C: -2.94 -4.84 -2.01
C: -2.30 -4.90 -0.78
C: -1.92 -3.74 -0.14
C: -3.48 -0.45 0.44
C: -4.37 -1.31 1.07
C: -5.66 -0.88 1.30
C: -6.06 0.39 0.92
C: -5.16 1.24 0.29
C: -3.86 0.82 0.06
H: -1.71 0.24 -1.65
H: -3.09 -1.49 -2.39
H: -3.72 -3.57 -3.55
H: -3.24 -5.75 -2.50
H: -2.10 -5.86 -0.32
H: -1.41 -3.77 0.81
H: -4.06 -2.30 1.37
H: -6.36 -1.55 1.79
H: -7.06 0.73 1.11
H: -5.46 2.22 -0.03
H: -3.15 1.49 -0.41
I: 5.99 -1.52 -2.15
C: 3.93 -1.85 -1.89
C: 3.45 -3.10 -1.50
C: 2.08 -3.25 -1.36
C: 1.27 -2.15 -1.55
N: 1.73 -0.95 -1.87
C: 3.04 -0.81 -2.08
H: 4.13 -3.92 -1.34
H: 1.66 -4.21 -1.10
H: 0.19 -2.24 -1.45
H: 3.38 0.16 -2.43
C: 4.91 2.32 0.11
C: 3.56 2.00 0.67
O: 2.84 1.17 0.09
C: 3.12 2.68 1.89
C: 3.84 3.74 2.46
C: 3.35 4.39 3.58
C: 2.15 4.00 4.15
C: 1.43 2.94 3.61
C: 1.91 2.29 2.49
H: 5.10 1.71 -0.78
H: 5.69 2.12 0.85
H: 4.96 3.37 -0.16
H: 4.77 4.07 2.03
H: 3.89 5.23 3.99
H: 1.77 4.51 5.02
H: 0.49 2.63 4.04
H: 1.35 1.47 2.05



Entry 6:
Computed, not measured: a structure of composition C8H16N2S at a distorted geometry, with ωB97M-V/def2-TZVPD.

The HOMO energy is -0.2679 Ha. The value obtained for the relative energy (zero: lowest compared OMol25 entry of this formula, charge and spin) is 2.8940 eV. For the LUMO energy, the calculation gives 0.0281 Ha.

Element x y z (Å)
C: -0.43 -1.71 -0.08
C: -1.12 -0.65 -0.85
C: 1.20 -0.15 1.06
C: 1.02 -1.36 0.25
C: 0.61 0.80 -0.08
C: -0.83 0.73 -0.36
C: -1.76 1.02 0.98
C: -1.34 1.65 -1.37
N: 2.73 0.06 1.42
N: 1.91 -1.37 -0.75
S: 1.68 0.19 -1.48
H: -0.81 -2.02 0.82
H: -0.40 -2.56 -0.66
H: -0.58 -0.62 -1.80
H: -2.17 -0.85 -1.05
H: 0.36 0.13 1.75
H: 2.93 0.72 2.27
H: 1.53 -2.23 0.90
H: 0.95 1.79 0.05
H: -2.74 0.99 0.55
H: -1.77 2.06 1.23
H: -1.78 0.59 1.92
H: -0.86 1.51 -2.35
H: -1.25 2.62 -0.97
H: -2.35 1.39 -1.33
H: 3.23 -0.82 1.57
H: 2.03 -1.92 -1.63



Question: Which value of relative energy (zero: lowest compared OMol25 entry of this formula, charge and spin) does entry 4 give?
Answer: 0.0000 eV